No. 1
111
Properties=species:S:1:pos:R:3:forces:R:3:lowdin_charge:R:1 method="wB97M-V/def2-TZVPD" de_lowest_kj_mol=0.0 homo_energy_ev="0.327 / -2.547" max_force_ev_per_a=0.7 multiplicity=3 gap_ev="3.916 / 6.789" total_charge=-2
Ti 0.657880 0.869964 0.291435 -0.057 0.652 -0.065 1.011
O 0.634739 4.988097 1.160839 0.004 0.030 -0.097 -0.043
C 0.883272 3.800736 0.882268 0.076 -0.075 0.039 -0.520
N -0.014335 2.788348 0.818141 -0.174 -0.249 -0.040 -0.043
C -1.395930 3.155207 1.063745 0.049 0.111 0.018 -0.159
C -2.265379 3.140023 -0.169234 0.038 -0.006 -0.030 -0.244
C -3.369478 2.287822 -0.234264 -0.054 -0.005 -0.034 -0.033
C -4.177832 2.297383 -1.356559 0.031 -0.008 0.023 -0.091
C -3.861129 3.161015 -2.394388 -0.006 0.022 -0.024 -0.103
C -2.742381 3.969567 -2.245786 -0.018 0.009 0.010 -0.169
N -1.962139 3.971414 -1.171711 -0.011 -0.012 0.029 0.143
C 2.264639 3.338696 0.630456 0.026 -0.018 -0.004 -0.213
C 3.328408 4.219050 0.617720 -0.012 -0.002 0.029 -0.058
C 4.621414 3.777526 0.375893 0.022 0.011 0.000 -0.134
C 4.793590 2.383184 0.134618 -0.018 -0.002 0.002 -0.126
C 3.711466 1.555542 0.155322 0.052 0.019 -0.002 -0.161
N 2.430738 1.968896 0.404212 -0.180 -0.175 0.023 -0.051
H -1.842713 2.473181 1.791078 -0.004 -0.026 0.025 0.096
H -1.430625 4.169444 1.477839 -0.007 0.000 -0.003 0.117
H -3.563622 1.614309 0.591338 0.010 0.006 0.010 0.103
H -5.027419 1.628500 -1.428642 -0.001 -0.001 0.000 0.098
H -4.452094 3.201884 -3.300770 0.006 -0.001 -0.002 0.087
H -2.455272 4.653032 -3.040639 -0.004 -0.002 -0.003 0.097
H 3.098117 5.260807 0.804667 -0.009 -0.002 0.001 0.103
H 5.461067 4.460491 0.362317 -0.003 0.001 0.000 0.066
H 5.771489 1.963604 -0.069457 -0.005 -0.011 -0.004 0.077
H 3.837341 0.495072 -0.034365 -0.007 0.001 0.003 0.085
C 0.658632 3.999609 4.237483 -0.006 -0.013 -0.054 -0.072
C 0.772834 2.480275 4.127082 0.015 0.001 0.043 -0.355
C 1.576884 1.931118 5.313217 -0.012 -0.008 -0.003 -0.056
C -0.567946 1.777162 4.037962 0.044 -0.013 -0.053 -0.133
C -1.657903 2.243544 4.763278 -0.036 -0.009 -0.011 -0.047
C -2.880819 1.590844 4.727169 0.011 0.018 0.013 -0.098
C -3.014396 0.432924 3.979650 0.011 -0.013 0.016 -0.056
C -1.946518 -0.070508 3.242628 -0.028 -0.025 0.006 -0.134
C -2.065470 -1.397751 2.517979 -0.020 -0.006 -0.003 -0.367
C -3.391168 -1.572431 1.780439 0.021 0.023 0.013 -0.072
C -1.827782 -2.547144 3.503989 -0.014 0.026 -0.019 -0.050
C -0.728187 0.626938 3.244884 -0.007 0.086 0.006 -0.168
N 0.310354 0.194367 2.385581 0.085 -0.150 0.005 0.023
C 1.210116 -0.628153 2.901773 -0.069 0.058 0.037 -0.493
O 1.293415 -1.056781 4.065287 0.015 -0.004 -0.005 -0.007
C 2.219065 -1.137818 1.899192 -0.029 -0.058 -0.087 -0.184
C 3.419972 -1.647045 2.362577 0.055 -0.009 0.012 -0.007
C 4.281705 -2.226723 1.451612 -0.048 0.009 -0.015 -0.054
C 3.849348 -2.386418 0.147479 0.047 -0.002 -0.001 -0.018
C 2.617020 -1.876200 -0.244735 -0.030 0.010 0.068 -0.155
N 1.852024 -1.166777 0.607682 0.141 -0.055 -0.091 0.124
C 2.106390 -2.343525 -1.610532 -0.064 -0.098 -0.043 -0.528
O 2.793225 -3.251622 -2.141849 0.023 0.008 -0.005 -0.063
N 0.973224 -1.839949 -2.023214 0.038 0.071 0.088 0.144
C 0.339176 -2.440752 -3.111095 -0.069 -0.054 -0.074 -0.162
C -0.676755 -3.394396 -2.812992 -0.008 0.008 0.024 -0.147
C -1.464975 -3.922653 -3.822877 -0.010 -0.006 -0.002 -0.071
C -1.274424 -3.549648 -5.147024 0.019 0.011 -0.007 -0.116
C -0.265757 -2.653628 -5.440111 -0.020 0.001 -0.008 -0.077
C 0.556505 -2.089780 -4.460845 0.012 0.018 0.032 -0.118
C 1.614623 -1.131420 -5.013856 0.033 0.028 -0.009 -0.358
C 2.910390 -0.961938 -4.225405 -0.028 0.012 0.006 -0.069
C 1.024282 0.243621 -5.354840 0.003 -0.031 0.001 -0.070
C -0.879616 -3.826030 -1.371011 0.001 -0.015 -0.014 -0.368
C -2.281464 -4.358340 -1.067019 0.011 0.021 -0.019 -0.098
C 0.142420 -4.898268 -0.970505 0.009 0.020 -0.002 -0.047
H 1.650964 4.445925 4.142814 0.002 -0.001 0.018 0.082
H 0.249514 4.299648 5.207626 -0.001 0.006 0.007 0.063
H 0.050070 4.421725 3.438440 -0.009 0.003 0.020 0.063
H 1.318237 2.251985 3.209610 -0.004 0.000 -0.012 0.116
H 1.075046 2.186476 6.253388 0.004 0.011 -0.001 0.074
H 2.574610 2.379110 5.327469 0.001 0.003 0.010 0.074
H 1.672516 0.847408 5.259020 0.004 0.008 -0.006 0.056
H -1.555292 3.145133 5.354737 0.009 0.001 0.007 0.099
H -3.723904 1.980278 5.287193 0.000 -0.001 -0.002 0.086
H -3.962614 -0.092955 3.978413 -0.008 -0.010 -0.013 0.096
H -1.275751 -1.425423 1.769891 0.018 0.004 0.001 0.105
H -4.242273 -1.632257 2.464349 -0.004 0.004 0.016 0.066
H -3.374508 -2.503246 1.205448 -0.007 -0.006 -0.015 0.060
H -3.557727 -0.743103 1.090399 -0.011 -0.014 -0.002 0.061
H -2.611945 -2.563297 4.268387 0.003 -0.007 0.003 0.075
H -0.864828 -2.425298 4.001282 0.002 -0.008 0.009 0.069
H -1.836820 -3.510231 2.983783 -0.001 0.003 0.002 0.069
H 3.628169 -1.581834 3.420561 -0.014 0.008 0.002 0.112
H 5.250810 -2.599924 1.761530 0.003 0.000 0.003 0.099
H 4.412280 -2.934751 -0.592936 -0.010 0.003 -0.003 0.108
H -2.241484 -4.639360 -3.581397 0.001 0.000 0.009 0.092
H -1.892663 -3.964519 -5.934964 0.003 -0.002 0.001 0.083
H -0.091435 -2.373591 -6.475490 0.008 0.005 0.001 0.103
H 1.899573 -1.585651 -5.970915 0.001 -0.026 0.002 0.118
H 2.758532 -0.346032 -3.339610 0.024 -0.008 -0.015 0.064
H 3.645837 -0.457803 -4.860027 -0.004 0.009 -0.001 0.074
H 3.310465 -1.921125 -3.902781 0.011 -0.002 -0.008 0.065
H 0.841015 0.822712 -4.449958 -0.012 0.002 0.011 0.051
H 0.087093 0.148604 -5.908992 -0.003 0.010 -0.003 0.070
H 1.730853 0.808319 -5.970470 0.001 0.003 0.007 0.073
H -0.692252 -2.942957 -0.752013 0.012 -0.008 0.002 0.119
H -2.440208 -5.340238 -1.521893 -0.004 -0.003 0.005 0.068
H -3.077284 -3.703759 -1.431697 -0.002 -0.007 0.004 0.062
H -2.403766 -4.477108 0.011747 -0.004 -0.007 0.008 0.067
H -0.065658 -5.826142 -1.514122 -0.007 -0.002 -0.001 0.079
H 0.075962 -5.108286 0.101096 -0.001 -0.001 0.000 0.077
H 1.160209 -4.596650 -1.209742 0.010 0.011 0.000 0.060
N -2.552665 -0.969987 -1.791805 -0.032 0.013 -0.004 0.214
C -1.559128 -0.146808 -1.382425 0.050 -0.046 0.042 -0.506
O -1.252870 -0.105682 -0.183397 0.035 0.048 -0.025 -0.055
C -0.918858 0.762167 -2.384690 -0.003 0.036 0.026 -0.200
C 0.411531 1.276730 -1.865858 0.114 -0.102 0.185 -0.233
H -2.840948 -1.668243 -1.124464 0.008 0.007 -0.006 0.074
H -2.552740 -1.247367 -2.760350 0.002 -0.006 0.000 0.105
H -1.632330 1.587839 -2.496359 -0.013 -0.027 -0.015 0.093
H -0.900638 0.250588 -3.355744 0.008 -0.025 0.010 0.093
H 0.539203 2.345379 -2.051912 -0.014 -0.002 -0.008 0.043
H 1.245840 0.736134 -2.318245 -0.009 -0.005 -0.026 0.007


No. 2
118
Properties=species:S:1:pos:R:3:forces:R:3:lowdin_charge:R:1 method="wB97M-V/def2-TZVPD" de_lowest_kj_mol=85.2 homo_energy_ev=-5.411 max_force_ev_per_a=1.3 multiplicity=1 gap_ev=7.059 total_charge=-1
Bi 0.337040 -0.146715 0.052183 -0.366 0.268 -0.231 2.019
O 1.680690 -5.494614 -4.852742 -0.077 0.130 -0.840 -0.024
C 1.748550 -5.629483 -3.634445 -0.164 1.026 0.648 -0.708
O 1.921478 -6.609104 -2.912340 0.174 -0.673 0.557 -0.029
C 1.572392 -4.267703 -2.824649 0.067 -0.513 -0.375 -0.061
C 1.970308 -4.176700 -1.498734 -0.047 0.372 -0.027 0.041
C 1.841481 -2.959045 -0.837081 -0.106 -0.658 -0.857 -0.231
N 1.266422 -1.910357 -1.429631 0.003 0.038 0.233 0.028
C 0.862968 -1.980787 -2.693979 0.224 -0.847 -0.331 -0.202
C 1.041192 -3.146173 -3.441266 0.026 0.211 0.318 0.072
C 0.360911 -0.751866 -3.325624 -0.252 0.321 -0.650 -0.236
C -0.486809 -0.792221 -4.434858 0.240 0.027 0.075 -0.018
C -0.800174 0.390181 -5.077411 0.111 0.045 0.150 -0.048
C -0.274244 1.578649 -4.591439 0.022 -0.048 -0.022 -0.049
C 0.508214 1.525705 -3.449944 -0.102 0.326 -0.305 -0.138
N 0.820377 0.399694 -2.838859 0.012 -0.398 0.284 0.069
C 2.353182 -2.740447 0.516957 0.501 -0.386 0.721 -0.214
C 3.225441 -3.635443 1.140343 -0.224 0.055 -0.121 0.020
C 3.755347 -3.311691 2.374381 -0.103 0.208 0.057 -0.041
C 3.387708 -2.118831 2.979981 0.052 -0.153 -0.171 -0.048
C 2.478694 -1.308861 2.319165 0.501 -0.066 0.538 -0.159
N 2.005591 -1.611253 1.127889 0.007 -0.100 -0.284 -0.012
H 2.355384 -5.067192 -1.027025 0.058 -0.082 0.005 0.117
H 0.823245 -3.193145 -4.499123 -0.059 -0.054 0.005 0.122
H -0.892628 -1.727989 -4.778555 -0.036 -0.145 -0.010 0.111
H -1.443936 0.385907 -5.945192 -0.064 -0.005 -0.034 0.113
H -0.472252 2.517751 -5.081275 -0.058 0.152 0.003 0.103
H 0.917623 2.420835 -2.998778 -0.029 0.178 -0.042 0.111
H 3.488642 -4.561877 0.660928 0.079 -0.083 -0.112 0.112
H 4.450409 -3.983091 2.856918 0.052 -0.044 0.035 0.110
H 3.800615 -1.830004 3.932599 -0.055 0.079 0.123 0.111
H 2.133922 -0.377425 2.741280 -0.001 0.128 0.076 0.110
Cl -3.694492 -1.397611 -3.230837 -0.136 -0.360 -0.094 0.736
C -3.326133 0.198626 -2.704458 0.379 -0.036 0.428 -0.596
C -4.121921 1.244413 -3.147937 0.107 0.516 0.149 -0.135
C -3.833312 2.536631 -2.780814 -0.193 -0.360 -0.198 -0.631
Cl -4.872841 3.815861 -3.314787 -0.192 0.279 -0.161 0.666
C -2.728936 2.824188 -1.964283 0.257 -0.243 0.164 -0.177
C -2.322270 4.124370 -1.593592 0.122 0.006 0.109 -0.020
C -1.217900 4.297546 -0.802385 -0.176 0.030 -0.185 -0.031
C -0.522891 3.162466 -0.362906 0.000 0.221 0.014 -0.128
N -0.895699 1.955084 -0.687905 0.358 -0.065 0.409 -0.002
C -1.948846 1.735653 -1.477990 -0.893 0.360 -0.427 -0.165
C -2.243802 0.364367 -1.818789 -0.610 0.080 -0.557 -0.419
O -1.554231 -0.614652 -1.389380 0.360 -0.129 0.541 -0.210
H -4.974766 1.030947 -3.772608 -0.062 0.012 -0.092 0.101
H -2.892897 4.970027 -1.949772 -0.008 0.046 0.004 0.086
H -0.876537 5.280001 -0.512999 -0.006 0.064 0.014 0.105
H 0.356765 3.234875 0.258650 0.086 0.099 0.095 0.091
C 3.726606 3.269927 -0.438469 -0.219 -0.539 0.476 -0.171
Si 3.362235 1.577786 0.410071 1.269 0.308 -0.290 0.395
C 4.836032 1.158081 1.583533 -0.554 0.231 -0.287 -0.170
C 3.527867 0.331479 -1.008727 -0.269 0.330 0.562 -0.180
N 1.843942 1.513084 1.200676 -0.044 -0.477 -0.631 -0.221
C 1.491866 2.298170 2.245457 -0.157 0.217 0.343 -0.373
C 2.339727 3.253806 2.848613 -0.022 -0.078 -0.083 -0.056
C 1.949468 4.053133 3.902113 -0.002 0.185 0.185 -0.114
C 0.677239 3.945789 4.439357 0.025 0.032 -0.002 -0.122
C -0.194694 3.022933 3.881959 -0.055 -0.048 -0.064 -0.031
C 0.205233 2.242956 2.819163 -0.073 0.276 0.314 -0.237
F -0.729314 1.397094 2.294496 0.352 -0.073 -0.133 0.001
H 4.632905 3.208947 -1.034389 0.194 -0.107 -0.092 0.018
H 3.852396 4.089103 0.263011 -0.020 0.148 0.158 0.010
H 2.913823 3.534817 -1.109869 -0.203 0.033 -0.133 0.009
H 5.706335 1.778045 1.387220 0.150 0.160 -0.092 0.018
H 5.141288 0.122823 1.458305 -0.007 -0.210 -0.065 0.011
H 4.566262 1.295046 2.626194 -0.062 0.043 0.236 0.012
H 4.434156 0.536742 -1.574604 0.157 0.174 0.020 0.040
H 2.690769 0.384581 -1.693112 -0.075 -0.020 -0.254 -0.022
H 3.598802 -0.685291 -0.643964 0.074 -0.230 0.060 0.007
H 3.333645 3.362001 2.448182 0.206 0.039 -0.048 0.076
H 2.644855 4.779608 4.307147 0.023 -0.038 -0.016 0.097
H 0.363989 4.576558 5.257817 -0.038 -0.004 0.065 0.090
H -1.199243 2.908335 4.260786 -0.130 -0.058 -0.024 0.114
C -0.947436 -4.355237 -0.197532 -0.442 0.085 0.087 -0.015
C -2.410356 -4.392926 0.223707 0.052 -0.614 -0.286 -0.621
C -3.303339 -4.632587 -0.998978 0.231 0.138 0.294 -0.019
C -2.638996 -5.475205 1.284496 0.073 0.314 -0.190 -0.018
O -2.778349 -3.135158 0.749063 -0.059 0.255 -0.213 -0.097
Si -2.095152 -2.108489 1.806606 -0.019 -0.155 0.313 0.022
O -0.774618 -1.287672 1.432290 -0.097 -0.192 0.017 -0.418
O -1.756045 -3.098126 3.082618 -0.151 -0.104 -0.041 -0.105
C -1.213562 -2.851657 4.358433 0.299 -0.172 0.581 -0.637
C 0.303327 -3.057190 4.292033 -0.461 0.055 -0.097 -0.020
C -1.501127 -1.423372 4.819688 -0.076 -0.342 -0.174 -0.017
C -1.830729 -3.887996 5.313100 0.145 0.314 -0.305 -0.021
O -3.300123 -1.065920 2.165270 0.135 0.333 0.068 -0.082
C -4.682304 -1.334185 2.330893 -0.705 0.052 0.080 -0.631
C -5.277778 -0.101916 3.022625 0.229 -0.302 -0.187 -0.029
C -5.342259 -1.532167 0.962265 0.255 0.058 0.223 -0.017
C -4.917372 -2.581723 3.191360 0.203 0.316 -0.160 -0.021
H -0.656659 -5.269668 -0.707004 0.102 -0.097 -0.043 0.102
H -0.326873 -4.208034 0.682499 0.230 -0.036 0.165 0.087
H -0.813268 -3.505469 -0.860179 0.070 0.076 -0.209 0.081
H -3.045132 -5.570105 -1.484348 0.022 -0.147 -0.043 0.087
H -3.169991 -3.819578 -1.706903 0.041 0.102 -0.101 0.050
H -4.349753 -4.660220 -0.702212 -0.122 -0.018 0.054 0.081
H -2.273189 -6.434837 0.930814 0.009 -0.172 -0.075 0.086
H -3.698711 -5.557707 1.516821 -0.143 -0.036 0.023 0.082
H -2.108364 -5.192734 2.188145 0.057 -0.094 0.114 0.067
H 0.698383 -2.385983 3.537061 0.062 0.033 0.007 0.050
H 0.531975 -4.080053 4.001370 0.055 -0.138 -0.035 0.091
H 0.759191 -2.842714 5.256584 0.133 0.023 0.085 0.089
H -1.020140 -0.740786 4.125249 0.088 0.290 -0.007 0.074
H -1.129555 -1.259850 5.829788 0.062 0.050 0.049 0.089
H -2.569064 -1.230269 4.787586 -0.157 0.070 0.081 0.072
H -1.597333 -4.888729 4.955067 0.027 -0.105 -0.007 0.081
H -2.912040 -3.785386 5.345146 -0.138 0.062 0.005 0.072
H -1.432403 -3.766139 6.318688 0.045 -0.009 0.108 0.081
H -5.091054 0.777202 2.413024 -0.009 0.149 -0.090 0.083
H -4.807912 0.050183 3.990935 0.066 0.002 0.156 0.076
H -6.349466 -0.223772 3.162597 -0.132 0.005 0.013 0.081
H -5.203770 -0.641602 0.354358 -0.021 0.141 -0.105 0.086
H -6.406188 -1.732945 1.078527 -0.101 0.023 -0.009 0.084
H -4.861274 -2.364327 0.460068 -0.087 -0.080 -0.123 0.067
H -4.499562 -2.435386 4.184837 0.012 -0.017 0.140 0.070
H -4.418878 -3.427590 2.730786 -0.017 -0.243 -0.001 0.069
H -5.982848 -2.789142 3.278551 -0.066 0.003 0.005 0.087


Going through the records in order, we get E values of -3318.64596 -4400.05112 a.u..